C25H20Cl5N4Pd | ωB97M-V with the def2-TZVPD basis set

The value obtained for the gap between HOMO and LUMO is 5.26 eV. Its HOMO energy is -0.643 hartree. As for the spin multiplicity: 1. The total energy comes out at -3611.4772 a.u. The charge is +3. The calculation puts the molar mass at 660.15 g/mol. The calculation puts the energy above the lowest of the compared OMol25 structures with the same formula, charge and spin at 0.00 kJ/mol. The LUMO energy is -12.22 eV. The value obtained for the maximum force is 0.022 hartree/bohr.

Last column: Mulliken charge in e.
Atoms and positions in Å:
Pd -0.0006 -0.4718 -0.6069  -1.206
Cl -6.0853 -0.9844 1.4556  -0.083
Cl -5.0297 -1.2448 -1.5305  -0.095
Cl -1.0659 -0.0984 3.1786  -0.125
Cl -1.9092 -0.9162 -2.0333  0.017
Cl -4.0610 -0.4193 3.7299  -0.092
N 0.0127 -2.4707 0.0744  0.373
N 1.2381 0.4878 -2.1039  0.306
N 1.8568 -0.4570 0.3358  0.563
N -0.4210 1.6360 -0.2161  1.086
C 2.7595 2.1983 -3.6413  -0.397
C -4.4353 -0.8186 1.1066  0.209
C -2.1063 3.3268 -0.3584  -1.078
C -0.9992 -3.3496 -0.0288  -0.247
C -1.5439 2.1428 -0.7708  -0.183
C 1.4585 1.8832 -4.0149  -0.966
C -1.7195 -0.5520 0.5577  -0.517
C -3.9955 -0.9344 -0.2183  0.105
C 1.5636 1.8947 1.2120  -0.979
C 0.9971 -2.7107 0.9683  0.605
C -3.5065 -0.5645 2.1317  0.315
C 3.2896 1.6379 -2.4873  -0.994
C -1.0737 -4.4709 0.7720  -0.944
C -2.1230 -0.4218 1.8684  0.278
C 0.7217 1.0342 -3.2157  0.004
C 0.9535 -3.7822 1.8340  -0.886
C -0.1069 -4.6740 1.7445  -0.431
C 2.4994 0.7758 -1.7525  0.743
C 2.9789 -0.0218 -0.5897  -1.137
C -1.5066 4.0151 0.6873  -0.580
C -0.3371 3.5151 1.2279  -1.050
C 2.1958 -1.8609 0.7682  -0.876
C -2.6390 -0.7878 -0.4329  1.891
C 0.2010 2.3257 0.7546  0.586
C 1.7652 0.4301 1.5321  -1.022
H -1.9881 1.5797 -1.5780  0.452
H 2.8567 -1.8172 1.6350  0.439
H 1.8241 2.4548 2.1098  0.679
H -3.0002 3.6945 -0.8425  0.516
H 2.7114 0.3145 2.0694  0.647
H 3.7393 0.4835 0.0089  0.327
H 3.3563 2.8701 -4.2442  0.483
H -0.1632 -5.5261 2.4093  0.507
H 2.2812 2.2229 0.4541  0.221
H -1.8905 -5.1655 0.6336  0.488
H 2.7550 -2.3225 -0.0448  0.436
H 4.3040 1.8514 -2.1765  0.526
H -1.9333 4.9372 1.0604  0.486
H 0.9780 0.0282 2.1640  0.295
H 1.0155 2.2904 -4.9130  0.480
H 1.7574 -3.9386 2.5410  0.508
H 0.1855 4.0556 2.0058  0.545
H -1.7506 -3.1622 -0.7769  0.681
H -0.3006 0.7828 -3.4628  0.424
H 3.4356 -0.9249 -0.9910  0.671